i) CH5NO2Si | wB97M-V/def2-TZVPD

* E_LUMO: -0.31 eV
* Kohn-Sham gap: 9.364 eV
* total charge: 0

Each line ends with the Löwdin charge.
Cartesian coordinates (Å):
C  0.414  0.685  1.312  0.054
N  0.567  -0.128  0.358  -0.268
O  1.694  -0.837  0.554  -0.042
O  0.865  -1.096  -1.919  -0.444
Si  -0.396  -0.535  -1.194  0.405
H  -0.507  1.295  1.455  0.106
H  1.050  0.552  2.236  0.129
H  -0.982  0.896  -1.392  -0.020
H  1.681  -1.175  -0.477  0.114
H  -1.323  -1.643  -0.866  -0.034

***

ii) CH5NO2Si | wB97M-V/def2-TZVPD

* E_LUMO (alpha / beta): -0.27 / -2.70 eV
* Kohn-Sham gap (alpha / beta): 11.079 / 3.922 eV
* total charge: 0

Each line ends with the Löwdin charge.
Cartesian coordinates (Å):
C  -0.012  0.816  -0.161  -0.352
N  4.352  -0.362  -0.163  -0.134
O  3.241  -0.887  -0.181  0.024
O  4.594  0.756  0.260  0.057
Si  -0.381  -1.001  0.135  0.665
H  0.869  1.120  0.405  0.002
H  0.204  0.995  -1.213  0.015
H  -0.840  1.461  0.130  0.010
H  0.011  -2.015  -0.823  -0.140
H  -0.942  -1.452  1.397  -0.145

***

Energy relative to the most stable one, in hartree: i) 0.0000; ii) 0.1454

***

i) CH5NO2Si | wB97M-V/def2-TZVPD

* E_LUMO: -1.27 eV
* Kohn-Sham gap: 8.690 eV
* total charge: 0

Each line ends with the Löwdin charge.
Cartesian coordinates (Å):
C  1.280  -0.460  0.461  -0.288
N  -1.815  -0.162  -0.091  -0.505
O  -1.928  -1.373  -0.013  0.007
O  -2.795  0.562  -0.198  -0.014
Si  -0.090  0.642  -0.178  0.751
H  0.954  -0.690  1.455  0.009
H  1.604  -1.412  -0.050  0.055
H  2.283  -0.024  0.559  0.032
H  0.384  1.119  -2.528  0.024
H  0.124  1.799  0.582  -0.071

***

ii) CH5NO2Si | wB97M-V/def2-TZVPD

* E_LUMO: 0.20 eV
* SMILES: C[SiH2][N+](=O)[O-]
* Kohn-Sham gap: 10.706 eV
* total charge: 0

Each line ends with the Löwdin charge.
Cartesian coordinates (Å):
C  1.093  0.027  0.802  -0.231
N  -1.499  0.213  -0.136  -0.507
O  -2.213  1.095  -0.558  0.018
O  -1.749  -0.558  0.835  -0.068
Si  0.173  -0.314  -0.810  0.732
H  0.450  -0.273  1.551  -0.019
H  2.086  -0.455  0.802  0.030
H  1.390  1.121  0.702  0.061
H  -0.429  -1.654  -1.375  -0.003
H  0.697  0.796  -1.813  -0.014

***

Energy relative to the most stable one, in hartree: i) 0.0947; ii) 0.0000